Formula: C2H4IO4S
Source: the Open Molecules 2025 dataset
Level of theory: ωB97M-V/def2-TZVPD

Each atom is followed by the atoms it is bonded to, with distances in Å.
Positions of all 12 atoms, in Å:
1 I 12.689 -8.003 9.502  no bonds
2 C 13.756 -4.040 10.554  C3 1.534, O8 1.412, H9 1.098, H10 1.093
3 C 13.957 -4.560 9.125  C2 1.534, O4 1.419, H11 1.098, H12 1.087
4 O 15.174 -5.288 9.160  C3 1.419, S5 1.609
5 S 16.196 -4.496 10.118  O4 1.609, O6 1.442, O7 1.419, O8 1.628
6 O 16.839 -3.418 9.407  S5 1.442
7 O 17.006 -5.390 10.866  S5 1.419
8 O 15.049 -3.884 11.099  C2 1.412, S5 1.628
9 H 13.126 -4.768 11.081  C2 1.098
10 H 13.222 -3.089 10.627  C2 1.093
11 H 14.063 -3.702 8.448  C3 1.098
12 H 13.106 -5.173 8.840  C3 1.087

Computed properties:
Energy above the lowest of the compared OMol25 structures with the same formula, charge and spin, kcal per mole: 9.4
Electronic energy, Ha: -1075.52520
Max |F|, eV Å⁻¹: 1.7
Charge: -1
HOMO energy, eV: -3.7225